1.
The following is a quantum chemistry calculation of a cluster of 9 separate species, C20H60N13O9 in total at a distorted geometry, from the OMol25 dataset.

Output
Kohn-Sham gap	0.1810	Eh
charge	-1
E_LUMO	2.0	eV
HOMO	-2.89	eV

Last column: Löwdin charge in e.
Element x y z (Å)
C 0.7627 0.8046 -1.0799  -0.122
C 0.5678 -0.3023 -0.0497  -0.732
C -0.9130 -0.6818 0.1137  -0.099
O 1.3978 -1.3472 -0.3267  -0.354
H 0.4990 0.4721 -2.0839  0.059
H 1.7303 1.3001 -1.1597  0.045
H 0.1036 1.6699 -1.0091  0.039
H 0.8470 0.1569 0.8986  0.078
H -1.1972 -1.4470 -0.6087  0.061
H -1.5550 0.1505 -0.1748  0.044
H -1.1551 -0.9422 1.1440  0.049
C 1.5529 4.1942 2.9487  -0.075
C 0.5644 5.2564 2.6768  -0.489
C 0.9890 6.3423 1.7317  -0.225
O 1.9236 7.2554 2.2310  -0.177
C 3.0393 7.7013 1.4754  -0.097
N -0.5660 4.5943 2.1302  0.041
H 1.8911 3.5959 2.1027  0.086
H 1.2500 3.4677 3.7027  0.084
H 2.4204 4.5795 3.4845  0.077
H 0.2408 5.7914 3.5696  0.146
H 0.1662 6.8986 1.2826  0.126
H 1.3331 5.8486 0.8229  0.121
H 3.3829 8.7088 1.7100  0.079
H 2.9247 7.4030 0.4333  0.086
H 3.9476 7.2143 1.8301  0.067
H -0.1525 3.9243 1.4976  0.071
H -0.8053 3.9585 2.8776  0.075
C -6.3671 -4.1498 2.9193  -0.055
C -7.0542 -4.9448 4.0737  -0.415
C -8.4810 -5.3470 3.6711  -0.207
O -9.2074 -5.8560 4.7674  -0.192
C -9.9967 -5.1109 5.5844  -0.138
N -6.3494 -6.1849 4.1580  0.011
H -6.5067 -4.6450 1.9584  0.078
H -5.3755 -3.7113 3.0309  0.079
H -6.9584 -3.2389 2.8256  0.066
H -7.0228 -4.4253 5.0315  0.135
H -8.4725 -5.9540 2.7658  0.128
H -9.0405 -4.5070 3.2594  0.114
H -10.6259 -4.4021 5.0460  0.086
H -9.3393 -4.5382 6.2385  0.087
H -10.6451 -5.8099 6.1127  0.093
H -5.9586 -6.5405 3.2973  0.067
H -6.9854 -6.9127 4.4513  0.063
C 1.7255 0.6566 -8.5022  -0.072
C 0.8884 -0.0322 -7.4110  -0.454
C -0.5126 0.5324 -7.3214  -0.131
O -0.9304 0.0766 -5.9156  -0.209
C -2.3025 0.2987 -5.6205  -0.125
N 0.7588 -1.4356 -7.7279  0.025
H 1.2880 0.6283 -9.5002  0.073
H 2.7333 0.2491 -8.5812  0.070
H 1.8058 1.7305 -8.3340  0.064
H 1.2872 0.0002 -6.3971  0.144
H -1.1702 0.1189 -8.0861  0.119
H -0.4186 1.6181 -7.3454  0.115
H -2.2688 1.2957 -5.1813  0.086
H -2.6263 -0.4984 -4.9513  0.086
H -3.0233 0.2721 -6.4377  0.072
H 1.7307 -1.6907 -7.8302  0.063
H 0.2392 -1.7577 -8.5318  0.071
C 1.0356 4.9755 -4.1965  -0.789
O -0.1876 5.1017 -4.3033  -0.001
N 1.7236 3.9448 -4.4190  0.192
N 1.7780 6.0335 -3.8491  0.138
H 2.7255 4.0699 -4.3955  0.123
H 1.2570 3.1134 -4.7525  0.131
H 2.6035 5.7644 -3.3330  0.094
H 1.4539 6.9833 -3.9630  0.108
C 2.1756 -2.5262 6.2995  -0.835
O 2.5652 -1.3965 6.3575  0.054
N 2.0338 -3.2444 7.3550  0.152
N 1.8929 -3.1824 5.2038  0.168
H 1.6384 -4.1720 7.2978  0.106
H 2.4529 -2.9163 8.2134  0.121
H 1.3544 -4.0361 5.2430  0.106
H 2.0203 -2.5989 4.3893  0.126
C -1.6645 -5.3018 0.2499  -0.836
O -1.6852 -4.8984 -0.8696  0.074
N -2.5098 -6.1212 0.8233  0.146
N -0.7969 -4.9139 1.1114  0.164
H -3.2841 -6.5247 0.3156  0.108
H -2.2291 -6.5650 1.6861  0.098
H -0.3882 -4.0416 0.8078  0.120
H -0.8886 -5.0880 2.1020  0.104
C 6.1696 -2.3810 0.4094  -0.790
O 7.3208 -2.6099 0.5676  0.033
N 5.1093 -2.8752 1.0384  0.168
N 5.8395 -1.4108 -0.4576  0.145
H 4.2136 -2.6194 0.6480  0.099
H 5.2753 -3.7489 1.5173  0.109
H 4.8602 -1.2277 -0.6236  0.096
H 6.5713 -0.9496 -0.9789  0.105
C 5.9368 4.2187 -0.8232  -0.852
O 5.3755 4.2840 -1.9165  0.005
N 5.3743 3.9127 0.2381  0.189
N 7.2065 4.3053 -0.6875  0.163
H 4.4404 3.5307 0.2832  0.136
H 5.9330 3.7090 1.0544  0.125
H 7.5826 4.5600 0.2146  0.115
H 7.7068 4.4907 -1.5451  0.124

2.
The following is a quantum chemistry calculation of a cluster of 10 separate species, C20H60N6O10 in total at a distorted geometry, from the OMol25 dataset.

Output
Kohn-Sham gap	0.3068	Eh
energy above the lowest of the compared OMol25 structures with the same formula, charge and spin	726.2	kJ/mol
charge	0
E_LUMO	-0.3	eV
HOMO	-8.68	eV

Last column: Löwdin charge in e.
Element x y z (Å)
N 2.6766 0.0960 -1.2950  0.200
C 3.4096 -0.1410 -2.3220  -0.612
N 3.9686 0.8910 -2.8850  0.187
O 3.6876 -1.3980 -2.8670  -0.134
H 2.2626 -0.6120 -0.6360  0.069
H 2.3886 1.0810 -1.0790  0.102
H 4.3096 0.7980 -3.8230  0.123
H 4.0746 1.7520 -2.3710  0.048
N -0.9834 2.5720 3.9480  0.158
C -1.6824 3.1100 3.0370  -0.659
N -1.0084 3.3800 1.9640  0.129
O -3.0854 3.2670 3.1060  -0.154
H -1.4894 2.3780 4.8460  0.158
H 0.0226 2.2570 3.8270  0.092
H -1.5464 3.6480 1.1460  0.135
H 0.0756 3.4240 1.9640  0.160
N -1.1824 0.9830 0.4250  0.177
C -0.7494 0.8190 -0.7660  -0.592
N -0.8864 -0.4290 -1.1320  0.163
O -0.1424 1.8460 -1.5200  -0.142
H -1.0034 1.8860 0.9000  0.063
H -1.5204 0.2150 1.0900  0.103
H -0.4764 -0.6850 -2.0470  0.104
H -1.3794 -1.1990 -0.6670  0.054
C -0.6634 -2.1610 -4.6380  -0.049
C 0.6786 -1.6700 -4.2070  -0.625
C 0.7636 -0.1250 -4.5010  -0.005
O 0.8386 -1.8260 -2.9880  -0.026
H -1.4654 -1.4630 -4.2490  0.088
H -0.9444 -3.1190 -4.2570  0.066
H -0.7804 -2.1180 -5.7350  0.090
H 1.4076 -2.2440 -4.7270  0.137
H 0.8006 0.0890 -5.5660  0.079
H 1.5916 0.3210 -4.0900  0.018
H -0.0664 0.4190 -4.0490  0.074
H 1.7576 -1.6040 -2.8050  0.050
C -5.3324 -0.5340 1.3540  -0.025
C -5.4544 -1.9350 1.8950  -0.601
C -6.9164 -2.2550 2.4180  -0.011
O -5.0174 -2.8570 1.1190  0.006
H -6.1464 -0.3260 0.6520  0.098
H -4.4034 -0.4880 0.8370  0.056
H -5.2664 0.1950 2.1400  0.081
H -4.7334 -1.9780 2.6910  0.107
H -7.5874 -2.3740 1.6200  0.054
H -7.3054 -1.4340 3.0550  0.089
H -6.7784 -3.1980 2.9510  0.072
H -4.7994 -3.6140 1.6630  0.126
C 4.7146 4.1070 -3.0070  -0.013
C 4.0136 3.8490 -1.6140  -0.612
C 2.5126 3.7830 -1.7240  -0.037
O 4.4116 2.8080 -1.0630  -0.016
H 4.7846 5.1360 -3.1920  0.051
H 4.2276 3.6630 -3.8780  0.077
H 5.7456 3.7620 -2.9210  0.084
H 4.2716 4.6750 -1.0020  0.129
H 2.2516 4.8020 -1.7340  0.067
H 1.9786 3.3250 -0.9330  0.038
H 2.1746 3.3380 -2.7080  0.111
H 4.7536 3.0130 -0.2040  0.132
C 2.3936 -3.4960 -0.4150  -0.029
C 1.3546 -2.7590 0.3560  -0.613
C 1.4616 -3.1240 1.8740  -0.031
O 1.3346 -1.5260 0.1970  -0.033
H 2.3516 -3.1790 -1.4370  0.056
H 2.3366 -4.5480 -0.3410  0.070
H 3.4416 -3.2750 -0.0500  0.113
H 0.3806 -3.0980 -0.0680  0.149
H 2.4436 -2.8800 2.3110  0.082
H 1.1186 -4.1950 2.0210  0.099
H 0.7396 -2.6200 2.4860  0.029
H 0.4336 -1.1920 -0.0230  0.098
C 1.2886 0.1020 3.2780  -0.015
C 2.0976 1.3590 3.0040  -0.602
C 2.1676 1.5100 1.5120  -0.040
O 1.6246 2.4360 3.4080  -0.035
H 0.8546 0.1430 4.2340  0.063
H 1.9726 -0.8000 3.2830  0.102
H 0.4656 -0.1590 2.6000  0.064
H 3.0356 1.3610 3.4770  0.138
H 2.7006 0.6560 1.0120  0.099
H 2.6656 2.4200 1.2120  0.069
H 1.2306 1.6080 0.9920  0.057
H 2.3146 3.1290 3.2480  0.175
C -3.0214 -2.6830 -1.2300  -0.121
O -2.1684 -2.5540 -0.0920  -0.145
H -2.8044 -1.9260 -2.0430  0.087
H -4.0564 -2.4510 -1.0850  0.067
H -2.8504 -3.5860 -1.7320  0.069
H -2.6254 -1.9610 0.5490  0.053
C -2.5834 -0.1290 3.1500  -0.108
O -2.0574 -1.0570 2.2210  -0.157
H -3.4074 -0.5810 3.7210  0.104
H -2.8804 0.7180 2.5860  0.056
H -1.7554 0.2650 3.6680  0.046
H -1.7574 -1.8310 2.6710  0.093